[1]
The following is a quantum chemistry calculation of a molecular structure, C33H50BBr4N6O3S, from the OMol25 dataset.

Structure (XYZ):
```
98
Properties=species:S:1:pos:R:3:forces:R:3
C 2.6693 -4.3433 -2.7578 -0.55 0.18 -0.43
C 2.8681 -3.7584 -4.2924 1.01 -0.79 0.30
C 3.8765 -2.4653 -4.2693 -0.95 0.40 -0.70
C 3.0087 -1.0522 -4.2252 0.92 0.30 0.25
C 3.6100 -0.0809 -3.0273 -1.17 -0.20 -0.23
C 2.7392 -0.3703 -1.6285 1.92 -0.77 -0.20
C 2.9421 0.8927 -0.6396 1.07 -0.49 -0.24
C 1.6778 1.4080 0.2477 1.89 -0.07 1.15
N 2.3567 2.1802 1.4130 2.99 5.92 -3.31
C 3.0416 3.2673 0.9571 5.62 -1.06 0.44
O 4.1086 4.0563 0.6437 -8.91 -5.67 2.56
C 0.8157 0.2561 1.0363 -0.86 0.67 1.25
C 1.6219 -1.0955 1.4784 -1.60 -1.55 -0.06
Br 3.2358 -0.8138 2.6412 -0.78 0.70 -1.14
C 0.6304 -2.0616 2.4244 0.43 0.66 0.37
C 0.2426 -1.3771 3.8622 -0.73 0.18 0.90
Br 1.8033 -3.6668 2.8858 -1.14 0.45 -0.57
C -0.7013 -0.0461 0.3949 1.05 -2.07 1.33
C -0.7626 -1.3043 -0.6426 -1.15 -0.21 -1.24
O -1.8631 -2.2293 -0.2063 1.23 0.39 -2.35
C -2.3441 -2.8721 -1.4726 -0.70 0.10 -0.17
N -1.3296 1.2260 -0.0192 1.89 2.95 -0.61
C -2.5689 1.2243 -0.7859 -4.18 -0.18 0.23
S -2.9479 2.8393 -1.7411 -0.40 -0.64 -0.19
C -4.5175 2.3542 -2.7177 -0.53 -2.20 0.21
C -5.8472 2.2050 -1.7631 -0.83 -0.68 -0.57
C -0.5736 2.4742 0.1907 -0.93 -0.62 0.31
N -1.0399 3.5442 0.9463 -0.47 -2.54 -0.71
B -0.2184 4.8285 1.2031 2.16 2.83 0.57
C -0.4486 6.1155 0.1607 0.33 -0.06 -0.24
O 0.7165 5.0166 2.3294 -1.05 -0.40 -3.51
C -2.4221 3.5584 1.6331 -3.96 -1.12 2.87
C -2.8187 2.4163 2.7906 -3.40 4.56 -1.76
C -4.3382 2.6999 3.3980 1.21 0.92 -1.36
C -5.3410 3.9032 2.9613 4.53 -1.08 -1.80
N -4.9318 4.8697 1.9031 3.51 -4.28 2.04
C -3.5667 4.6782 1.3370 0.44 -1.14 0.62
N 0.8374 2.5100 -0.3909 -2.10 -1.01 -0.92
C 0.8887 2.5839 -1.8710 1.63 3.83 -3.15
Br 0.0183 1.2871 -3.1855 0.78 0.91 1.79
C 1.5853 3.7229 -2.5992 -1.70 -1.97 2.74
C 2.3379 4.9800 -1.8713 0.76 0.07 -0.61
Br 1.6116 3.8139 -4.6407 0.08 -0.12 2.89
H 1.7072 -3.8011 -2.3288 2.01 -1.28 -0.47
H 3.6043 -4.1257 -2.0802 -1.87 -0.29 -1.38
H 2.5190 -5.5138 -2.7597 0.07 2.48 0.00
H 3.3837 -4.6087 -4.9104 -0.99 1.61 1.07
H 1.8304 -3.5366 -4.8145 2.18 -0.31 1.17
H 4.5648 -2.5229 -3.3174 -1.28 0.06 -1.99
H 4.5298 -2.4439 -5.2531 -1.20 -0.15 2.16
H 1.8568 -1.2928 -4.0479 2.48 0.64 -0.29
H 3.1109 -0.4270 -5.2300 -0.28 -1.61 2.00
H 4.7806 -0.2407 -2.8532 -2.68 0.21 -0.35
H 3.4655 1.0271 -3.3756 0.15 -1.90 0.84
H 3.2956 -1.3028 -1.1314 -1.35 1.88 -0.98
H 1.6547 -0.7227 -1.8467 1.90 1.05 0.26
H 3.7981 0.5909 0.1377 -2.17 0.74 -1.49
H 3.4621 1.7401 -1.3024 -1.62 -1.41 1.69
H 0.5240 0.7551 2.0872 0.85 -0.83 -2.31
H 1.9548 -1.7999 0.6063 -0.50 1.74 1.53
H -0.2688 -2.5112 1.8295 1.70 1.00 1.12
H -0.9338 -1.2884 4.0373 2.45 -0.30 -0.68
H 0.6373 -2.0385 4.7656 -0.77 1.49 -2.10
H 0.6810 -0.2876 4.0112 -0.73 -2.33 -0.50
H -1.3319 -0.4205 1.3421 1.25 0.62 -2.03
H 0.2135 -1.9347 -0.7521 -1.57 1.35 0.53
H -1.0793 -1.0104 -1.7560 1.06 -0.01 2.52
H -3.0597 -2.0915 -1.9874 1.31 -1.56 0.81
H -2.9486 -3.8477 -1.2407 1.31 1.99 -0.21
H -1.4652 -3.1075 -2.2084 -1.56 0.29 1.51
H -3.4899 1.1287 -0.0308 1.91 -0.01 -1.48
H -2.7465 0.3805 -1.5874 1.18 1.37 1.76
H -4.6791 3.0100 -3.6737 0.54 -0.94 2.17
H -4.2796 1.2544 -3.1171 -0.45 2.38 0.72
H -6.4943 3.1864 -1.6843 1.62 -1.90 0.03
H -6.5534 1.4046 -2.2956 1.48 1.74 1.09
H -5.6193 1.7395 -0.6925 -0.30 1.28 -2.34
H 0.5271 6.7948 0.1751 -2.22 -1.26 -0.03
H -0.6347 5.7648 -0.9523 0.26 0.74 2.24
H -1.3729 6.7615 0.5207 1.94 -1.23 -0.74
H 1.4615 5.6671 2.0827 -2.02 -1.16 0.58
H -2.1004 1.5634 3.1434 -1.63 1.81 -0.72
H -4.7252 1.9570 4.2417 1.00 1.77 -2.04
H -6.3845 3.9985 3.4871 2.31 -0.08 -1.32
H -3.2504 5.4889 0.5165 -1.01 -2.04 2.02
H 3.5106 4.7696 -1.8350 -2.58 0.32 -0.16
H 2.2012 5.9769 -2.5008 0.09 -2.32 1.22
H 2.0142 5.1982 -0.7707 0.34 -0.79 -2.18
N 0.0999 -6.5721 4.3922 -0.05 0.01 0.06
C -0.9258 -7.2662 4.9793 -0.05 -0.09 0.00
C -0.4852 -8.5468 5.2286 -0.34 0.22 0.06
C 0.8553 -8.6261 4.7814 0.32 0.18 -0.16
C 1.1918 -7.3918 4.2722 0.03 -0.05 -0.03
H 0.0580 -5.6059 4.0948 0.09 -0.36 0.09
H -1.8793 -6.7912 5.1675 0.15 -0.12 -0.02
H -1.0661 -9.3380 5.6844 0.09 0.15 -0.07
H 1.5054 -9.4903 4.8266 -0.10 0.17 -0.01
H 2.1120 -7.0280 3.8348 -0.14 -0.10 0.07
```
Positions in Å, forces in eV/Å.

M in g mol⁻¹: 941.3
ΔE to the lowest compared entry with this formula, charge and spin in kcal/mol: 450.3
Total charge: +1
E_LUMO in Eh: -0.168
E in Ha: -12559.81622
2S+1: 1
Gap between HOMO and LUMO in eV: 4.834
Highest occupied orbital energy in eV: -9.393


[2]
The following is a quantum chemistry calculation of a molecular structure, C33H50BN4O2OsSe, from the OMol25 dataset.

Structure (XYZ):
```
92
Properties=species:S:1:pos:R:3:forces:R:3
Os 0.1031 0.4828 0.2675 0.20 0.01 -0.04
N -1.0086 0.2178 1.8766 -0.02 0.02 0.05
C -1.4196 -0.1580 2.8974 -0.07 -0.07 -0.06
N -1.8761 -0.5688 4.0315 -0.01 0.07 0.06
C -3.1733 -1.2578 4.1624 0.03 -0.02 0.01
C -4.0244 -0.4910 5.1616 -0.01 0.01 0.00
O -3.3365 -0.3456 6.3861 0.00 0.00 0.00
C -2.1599 0.4259 6.2311 0.00 0.00 0.01
C -1.1825 -0.2697 5.3017 0.02 -0.03 -0.01
H -2.9836 -2.2682 4.5298 0.00 0.00 -0.01
H -3.6498 -1.3132 3.1854 -0.01 0.01 0.00
H -4.9403 -1.0407 5.3704 0.00 0.00 0.00
H -4.2865 0.4940 4.7534 0.00 0.00 0.00
H -1.7176 0.5375 7.2195 0.00 0.00 0.00
H -2.4092 1.4186 5.8376 0.01 0.00 -0.01
H -0.8617 -1.2193 5.7346 0.01 0.00 0.00
H -0.3129 0.3507 5.0924 -0.01 0.02 0.00
Se 2.1194 -0.3354 0.2741 -0.02 0.02 0.00
C -2.8844 -0.1601 -2.9525 -0.01 0.01 -0.01
C -1.4968 -0.1269 -2.3705 -0.03 -0.02 0.03
O -1.5781 0.0501 -0.9109 -0.01 -0.06 0.03
H -2.8146 -0.2878 -4.0328 0.01 0.00 0.00
H -3.4083 0.7738 -2.7527 0.00 -0.01 0.00
H -3.4679 -0.9966 -2.5601 0.01 0.00 0.00
H -0.9223 0.7281 -2.7109 0.05 0.09 -0.03
H -0.9359 -1.0425 -2.5585 0.00 0.01 0.00
H -2.1872 -0.6010 -0.5385 -0.06 0.01 -0.03
C 3.2284 2.7884 -2.2920 0.01 -0.02 0.02
C 2.3035 2.2830 -3.3962 0.00 0.02 -0.01
C 2.4080 0.7587 -3.5261 0.00 0.00 0.00
C 0.8348 2.6954 -3.3583 -0.01 -0.01 -0.01
C 0.1470 2.5450 -4.5666 0.01 0.00 0.01
C -1.1926 2.8543 -4.6933 -0.01 -0.01 0.02
C -1.8866 3.3479 -3.5995 0.01 -0.01 0.00
C -1.2502 3.5292 -2.3791 -0.01 -0.02 -0.02
C -2.0328 4.1291 -1.2234 0.00 0.01 0.01
C -3.2276 3.2590 -0.8297 0.03 -0.02 0.01
C -2.4777 5.5552 -1.5539 -0.01 0.01 0.00
C 0.1094 3.1793 -2.2649 -0.03 -0.03 0.01
N 0.7066 3.3618 -0.9759 -0.02 0.01 0.03
B 0.6578 2.4964 0.1715 0.01 -0.09 -0.01
N 1.0518 3.3324 1.2701 -0.07 0.07 -0.02
C 1.3133 4.6043 0.7793 0.03 -0.02 0.05
C 1.0995 4.6236 -0.5541 -0.01 -0.03 -0.04
C 1.0589 3.0638 2.6750 -0.01 0.01 0.00
C 2.2372 2.6109 3.2743 0.03 0.00 0.02
C 2.2405 2.4253 4.6549 0.00 0.00 -0.01
C 1.1138 2.6970 5.4108 -0.02 0.00 0.01
C -0.0515 3.1272 4.7938 0.00 0.00 0.00
C -0.1084 3.3065 3.4156 0.02 -0.01 0.00
C -1.3811 3.8030 2.7540 0.00 0.00 -0.02
C -2.6493 3.2002 3.3563 -0.01 -0.02 -0.01
C -1.4650 5.3319 2.8021 -0.01 -0.01 0.00
C 3.4994 2.3974 2.4631 0.00 0.00 0.01
C 4.2940 1.1739 2.9167 0.00 0.00 -0.01
C 4.3754 3.6534 2.5094 0.00 0.00 0.00
H 4.2592 2.5761 -2.5800 0.00 -0.01 0.00
H 3.0403 2.2914 -1.3388 0.00 0.02 -0.02
H 3.1417 3.8633 -2.1394 0.01 0.01 0.00
H 2.6794 2.7067 -4.3333 0.00 0.01 0.01
H 1.9730 0.2705 -2.6533 0.00 0.00 0.01
H 3.4532 0.4533 -3.5945 0.00 0.00 -0.01
H 1.8912 0.3962 -4.4154 0.00 -0.01 0.00
H 0.6944 2.1855 -5.4300 0.00 0.00 0.00
H -1.6910 2.7313 -5.6464 0.00 0.01 0.00
H -2.9312 3.6160 -3.7033 0.00 0.00 0.00
H -1.3749 4.1918 -0.3569 0.00 0.00 0.00
H -3.9494 3.1760 -1.6453 0.00 0.00 -0.01
H -3.7483 3.6945 0.0254 0.00 0.01 0.00
H -2.9055 2.2510 -0.5565 -0.01 0.02 0.00
H -3.1591 5.5720 -2.4066 0.00 0.00 0.00
H -1.6223 6.1868 -1.7973 0.00 0.00 0.00
H -2.9961 5.9988 -0.7021 0.00 0.00 0.00
H 1.6448 5.4025 1.4227 -0.01 0.01 0.00
H 1.1970 5.4464 -1.2433 -0.01 0.00 0.00
H 3.1433 2.0887 5.1468 0.00 -0.01 0.00
H 1.1450 2.5813 6.4875 0.00 0.00 0.00
H -0.9224 3.3468 5.3990 0.00 0.00 0.00
H -1.3441 3.4950 1.7064 0.00 0.02 -0.01
H -2.8146 3.5357 4.3820 0.00 0.01 0.00
H -2.6177 2.1085 3.3543 0.00 0.03 0.01
H -3.5186 3.5112 2.7749 -0.01 0.00 0.00
H -1.5089 5.6761 3.8378 0.00 0.00 0.00
H -2.3646 5.6820 2.2916 0.00 0.00 0.00
H -0.6044 5.7991 2.3262 0.01 0.00 0.00
H 3.1989 2.2381 1.4254 -0.01 0.00 -0.01
H 4.7549 1.3308 3.8933 0.00 0.00 0.00
H 5.1012 0.9723 2.2110 0.00 0.00 0.00
H 3.6634 0.2850 2.9770 0.00 0.00 0.00
H 4.6796 3.8701 3.5357 0.00 0.00 0.00
H 3.8460 4.5250 2.1233 0.01 0.00 0.00
H 5.2768 3.5127 1.9111 0.00 0.00 0.00
```
Positions in Å, forces in eV/Å.

M in g mol⁻¹: 814.8
ΔE to the lowest compared entry with this formula, charge and spin in kcal/mol: 0.0
Total charge: +1
E_LUMO (spin up / spin down) in Eh: -0.152 / -0.152
E in Ha: -4173.74632
2S+1: 1
Gap between HOMO and LUMO (spin up / spin down) in eV: 6.243 / 6.245
Highest occupied orbital energy (spin up / spin down) in eV: -10.393 / -10.394